1.
DFT (the ωB97M-V functional and the def2-TZVPD basis) results for a molecular structure, C14H13ClIN2O3RuS3Sb.

```
39
C14H13ClIN2O3RuS3Sb, DFT the ωB97M-V functional and the def2-TZVPD basis
Ru 2.06 1.33 0.95
S 1.84 5.27 0.75
Sb 3.58 3.99 1.76
S 2.19 2.36 2.94
S 3.81 2.36 -0.03
Cl 0.12 -5.35 0.66
C 0.59 -3.73 0.29
C 0.57 -3.29 -1.01
C 0.95 -1.98 -1.34
I 0.87 -1.35 -3.32
C 1.37 -1.10 -0.37
O 1.77 0.14 -0.60
C 1.36 -1.55 0.98
N 1.73 -0.62 1.91
C 1.76 -0.96 3.18
C 1.42 -2.24 3.62
C 1.04 -3.19 2.70
C 0.99 -2.86 1.33
H 0.25 -3.97 -1.79
H 2.05 -0.19 3.88
H 1.47 -2.47 4.67
H 0.76 -4.19 3.02
O 0.39 2.54 0.11
C -0.62 1.80 0.17
O -0.75 0.78 0.87
C -1.76 2.15 -0.78
N -2.77 1.03 -0.65
C -2.70 0.22 -1.92
C -2.35 1.26 -2.97
C -1.32 2.14 -2.26
H -2.23 3.08 -0.48
H -3.71 1.38 -0.49
H -2.44 0.50 0.17
H -3.63 -0.31 -2.07
H -1.88 -0.50 -1.79
H -3.24 1.83 -3.25
H -1.95 0.80 -3.87
H -1.26 3.14 -2.66
H -0.32 1.69 -2.33
```

Summary:
Frontier orbital gap (alpha / beta) = 7.4 / 5.6 eV
E_LUMO (alpha / beta) = -3.44 / -5.29 eV
Total energy = -3163.94431 a.u.
Energy relative to the best compared isomer or geometry (same formula, charge and spin) = 0.12 kcal per mole
2S+1 = 6
Charge = +1


2.
DFT (the ωB97M-V functional and the def2-TZVPD basis) results for a molecular structure, C5H6O4 in a non-equilibrium geometry.

```
15
C5H6O4, DFT the ωB97M-V functional and the def2-TZVPD basis
C 2.16 2.37 -0.36
C 0.69 0.58 -0.29
C -0.50 -0.04 0.49
C -0.95 -1.23 0.10
C -2.12 -1.82 0.81
H 1.88 3.60 -0.87
H 2.37 1.80 -1.10
H 2.86 1.99 0.56
H -0.68 0.55 1.05
H -0.69 -1.70 -0.91
H -2.05 -3.48 -0.52
O 1.00 1.76 0.23
O 1.31 -0.10 -1.26
O -2.50 -3.03 0.34
O -2.78 -1.24 1.70
```

Summary:
Frontier orbital gap = 9.9 eV
E_LUMO = -0.69 eV
Total energy = -494.89603 a.u.
Energy relative to the best compared isomer or geometry (same formula, charge and spin) = 130.95 kcal per mole


3.
DFT (the ωB97M-V functional and the def2-TZVPD basis) results for 28 unconnected molecules or ions with the total composition C26H105BFINO30 in a non-equilibrium geometry.

```
165
C26H105BFINO30, DFT the ωB97M-V functional and the def2-TZVPD basis
C 4.31 3.37 0.24
C 5.73 3.20 -0.32
C 5.93 2.00 -1.25
C 5.37 0.66 -0.75
C 4.96 -0.25 -1.93
C 3.49 -0.10 -2.31
C 2.47 -0.61 -1.28
C 2.81 -1.95 -0.61
C 1.71 -3.03 -0.73
C 0.32 -2.60 -0.26
C 0.03 -3.02 1.18
C -1.41 -2.76 1.61
C -2.42 -3.79 1.05
C -3.61 -3.24 0.23
C -3.30 -2.08 -0.74
C -3.84 -2.27 -2.18
C -2.81 -1.96 -3.29
C -3.32 -0.96 -4.33
C -3.38 0.44 -3.71
C -4.34 1.46 -4.37
B -5.80 1.55 -3.71
I -7.09 -0.33 -4.04
O -6.59 2.68 -4.23
C -7.45 3.03 -3.19
C -8.01 4.43 -3.36
C -6.64 2.72 -1.89
F -7.56 2.07 -1.01
C -6.08 3.91 -1.16
C -5.10 3.56 -0.01
C -5.58 2.39 0.81
N -5.05 1.10 0.47
O -6.33 2.53 1.75
O -5.66 1.88 -2.29
H 4.16 2.68 1.08
H 4.19 4.39 0.60
H 3.56 3.15 -0.53
H 5.95 4.10 -0.91
H 6.45 3.21 0.51
H 5.47 2.25 -2.21
H 7.00 1.90 -1.45
H 6.16 0.14 -0.22
H 4.55 0.82 -0.05
H 5.55 0.08 -2.79
H 5.27 -1.28 -1.74
H 3.32 0.97 -2.44
H 3.28 -0.54 -3.29
H 1.52 -0.72 -1.80
H 2.28 0.16 -0.52
H 2.96 -1.79 0.47
H 3.74 -2.37 -0.98
H 1.71 -3.43 -1.75
H 2.03 -3.86 -0.09
H 0.18 -1.52 -0.33
H -0.43 -3.04 -0.92
H 0.27 -4.07 1.35
H 0.67 -2.41 1.83
H -1.70 -1.73 1.39
H -1.42 -2.85 2.70
H -1.89 -4.56 0.48
H -2.85 -4.31 1.91
H -4.43 -2.98 0.90
H -3.99 -4.06 -0.38
H -2.23 -1.87 -0.79
H -3.75 -1.17 -0.34
H -4.20 -3.29 -2.32
H -4.70 -1.63 -2.30
H -1.90 -1.53 -2.86
H -2.50 -2.90 -3.76
H -4.28 -1.27 -4.75
H -2.60 -0.94 -5.16
H -2.36 0.84 -3.75
H -3.62 0.35 -2.65
H -4.37 1.30 -5.45
H -3.92 2.45 -4.22
H -8.31 2.36 -3.11
H -8.40 4.83 -2.42
H -7.28 5.10 -3.80
H -8.86 4.39 -4.05
H -5.55 4.53 -1.88
H -6.90 4.51 -0.75
H -5.03 4.40 0.68
H -4.10 3.36 -0.40
H -4.90 0.59 1.33
H -5.73 0.60 -0.10
O 4.68 -3.31 -3.27
H 5.01 -4.17 -3.54
H 4.95 -2.71 -3.96
O -5.08 6.73 -3.87
H -5.08 5.93 -4.41
H -4.76 7.42 -4.46
O 7.65 1.40 -3.99
H 8.50 1.01 -3.74
H 7.73 2.33 -3.74
O 0.57 -4.91 3.73
H 0.00 -5.68 3.86
H 1.20 -4.92 4.46
O 1.34 -5.93 -2.77
H 2.18 -5.47 -2.81
H 1.08 -5.86 -1.84
O -1.82 2.50 4.75
H -2.77 2.59 4.90
H -1.65 1.55 4.83
O -6.31 -1.25 -7.43
H -6.44 -0.30 -7.54
H -6.54 -1.39 -6.50
O -0.10 0.13 4.80
H 0.49 -0.50 4.39
H 0.49 0.82 5.12
O -2.32 7.20 -4.45
H -1.38 7.40 -4.51
H -2.48 7.09 -3.51
O 4.70 1.50 -5.07
H 4.44 0.63 -5.39
H 5.53 1.35 -4.60
O 2.04 -3.47 5.76
H 1.53 -3.50 6.57
H 2.10 -2.54 5.53
O -4.14 -4.99 -4.12
H -4.04 -5.86 -4.52
H -4.00 -4.37 -4.84
O 4.69 -2.23 6.32
H 4.27 -3.08 6.11
H 5.61 -2.43 6.53
O -2.84 4.68 -2.71
H -3.17 3.94 -3.22
H -3.52 5.36 -2.81
O 8.78 0.20 -0.66
H 8.28 -0.62 -0.71
H 9.22 0.17 0.19
O 6.68 -2.79 8.42
H 6.40 -3.66 8.72
H 6.23 -2.18 9.01
O 5.60 0.02 4.62
H 5.20 -0.56 5.28
H 4.84 0.51 4.29
O -9.29 -2.23 -6.81
H -9.02 -2.13 -5.88
H -8.50 -1.97 -7.30
O 7.86 -2.69 11.04
H 8.27 -2.40 11.86
H 8.51 -2.45 10.37
O 8.04 4.43 -2.96
H 8.04 4.53 -2.00
H 8.85 4.84 -3.26
O -10.70 4.15 -0.52
H -9.99 3.50 -0.53
H -10.29 4.97 -0.25
O 8.54 0.46 5.19
H 7.61 0.19 5.22
H 9.02 -0.26 5.61
O 2.75 0.13 5.61
H 3.04 0.96 6.00
H 3.20 -0.54 6.15
O -9.49 0.81 0.72
H -9.10 0.89 1.59
H -8.76 1.01 0.12
O 3.25 0.87 2.33
H 3.26 -0.01 1.93
H 2.46 1.29 1.96
O 0.83 -4.71 8.39
H 0.26 -5.46 8.55
H 1.47 -4.72 9.10
O 10.46 -1.69 10.76
H 11.31 -2.14 10.74
H 10.68 -0.75 10.75
```

Summary:
Frontier orbital gap = 6.6 eV
E_LUMO = 0.87 eV
Total energy = -3788.22074 a.u.
Charge = -1